7
Properties=species:S:1:pos:R:3:forces:R:3 method="wB97M-V/def2-TZVPD" orbital_gap_ha=0.387 spin_multiplicity=1 smiles="O=C1NN1O" relative_energy_kcal_mol=113.2 e_tot_ha=-299.15653 e_lumo_ev=0.660
O -1.8303 0.2612 -2.0907 -0.4546 0.4328 -0.3429
C -1.0572 -0.2283 -1.3542 0.2234 0.0608 0.1579
N 0.1567 -0.8289 -1.1871 3.1041 1.2122 -1.9746
N -0.7487 -0.5833 -0.0488 -0.7426 -0.3509 2.0728
O -0.4028 0.4660 0.8154 -0.0413 0.4185 -0.5011
H 0.9797 -0.1104 -1.3989 -2.0662 -1.6230 0.9074
H -0.4000 0.0655 1.6970 -0.0228 -0.1504 -0.3195